Record 1
# C4H6N3O

A gas-phase ion, C4H6N3O (charge +1) in a non-equilibrium geometry (ωB97M-V/def2-TZVPD, OMol25).

Positions of all 14 atoms, in Å:
C -0.318 0.639 2.411
N -0.445 -0.106 1.117
C -0.792 0.492 -0.019
N -1.076 -0.183 -1.087
N -0.699 -0.806 -2.011
C 0.592 -0.921 -2.383
C 1.770 -0.407 -1.963
O 2.758 0.048 -1.680
H 0.471 1.253 2.138
H -0.183 -0.170 3.145
H -1.268 1.160 2.766
H -0.473 -1.087 0.975
H -0.992 1.559 -0.096
H 0.652 -1.472 -3.314

Properties
HOMO = -14.03 eV
ΔE to the lowest compared entry with this formula, charge and spin = 71.59 kcal/mol
total charge = +1
structure (SMILES) = C/[NH+]=C/N=N\C=C=O

Record 2
# C4H6N3O3

A molecular structure, C4H6N3O3 in a non-equilibrium geometry (ωB97M-V/def2-TZVPD, OMol25).

Positions of all 16 atoms, in Å:
C -0.632 1.540 0.323
C -1.420 0.488 0.033
C 0.972 -0.059 0.185
C 2.372 -0.579 -0.108
N -0.047 -0.736 0.008
N 0.701 1.285 0.441
N -2.735 0.014 -0.064
O -3.551 0.899 0.042
O -2.920 -1.145 -0.284
O -0.229 -2.016 -0.316
H -1.140 2.547 0.456
H 2.807 -0.894 0.833
H 2.430 -1.450 -0.756
H 3.078 0.341 -0.525
H 1.504 2.007 0.444
H -1.192 -2.243 -0.712

Properties
HOMO = -15.18 eV
ΔE to the lowest compared entry with this formula, charge and spin = 190.06 kcal/mol
total charge = +1

Record 3
# C4H6N3O4S

A gas-phase ion, C4H6N3O4S (charge +1) in a non-equilibrium geometry (ωB97M-V/def2-TZVPD, OMol25).

Positions of all 18 atoms, in Å:
C 2.767 -1.150 0.143
C 1.356 -0.763 0.535
C 0.432 -1.071 1.492
N -0.749 -0.372 1.120
C -0.514 0.411 0.041
S -1.702 1.790 -0.335
O -0.817 2.804 -0.901
O -2.438 2.000 0.854
N -2.661 0.697 -1.713
O -2.091 -0.344 -1.802
O -3.513 1.249 -2.291
N 0.753 0.168 -0.296
H 2.457 -2.111 -0.354
H 3.061 -0.342 -0.422
H 3.447 -1.461 0.999
H 0.633 -1.719 2.309
H -1.620 -0.548 1.614
H 1.197 0.763 -0.992

Properties
HOMO = -14.41 eV
total charge = +1
structure (SMILES) = Cc1c[nH+]c(S(=O)(=O)[N+](=O)[O-])[nH]1

Record 4
# C4H6N4

C4H6N4 in the gas phase in a non-equilibrium geometry (ωB97M-V/def2-TZVPD, OMol25).

Positions of all 14 atoms, in Å:
C -0.123 -0.400 0.390
C 0.604 0.677 0.320
C -2.309 -1.845 -0.221
C 1.520 1.529 -0.045
N 0.035 -1.715 -0.090
N 1.745 1.908 -1.353
N -1.088 -2.320 -0.375
N -3.441 -2.242 0.063
H -1.188 -0.420 0.942
H 2.190 2.096 0.614
H 0.971 1.389 -1.757
H -0.903 -3.278 -0.716
H 1.546 2.887 -1.536
H -4.207 -1.727 -0.313

Properties
HOMO (alpha / beta) = -7.39 / -7.74 eV
ΔE to the lowest compared entry with this formula, charge and spin = 159.85 kcal/mol
total charge = 0

Record 5
# C4H6N4

2 unconnected molecules or ions with the total composition C4H6N4 in a non-equilibrium geometry (ωB97M-V/def2-TZVPD, OMol25).

Positions of all 14 atoms, in Å:
C -0.954 -0.726 0.473
C -1.437 0.476 0.615
C -0.825 1.788 0.654
C 0.807 0.128 -1.102
H 2.174 -2.276 -1.068
H 1.684 -1.761 1.125
H -1.046 -1.730 0.793
H -2.529 0.771 0.771
H -1.575 2.641 1.168
H 1.231 -0.147 -2.164
N 1.167 -1.958 -0.012
N 0.433 -0.821 -0.146
N 0.274 2.234 0.036
N 0.594 1.381 -1.142

Properties
HOMO = -8.00 eV
ΔE to the lowest compared entry with this formula, charge and spin = 209.73 kcal/mol
total charge = 0

Record 6
# C4H6N4

C4H6N4 in the gas phase in a non-equilibrium geometry (ωB97M-V/def2-TZVPD, OMol25).

Positions of all 14 atoms, in Å:
C -0.844 -1.302 -1.060
C -0.493 0.043 -0.745
C -1.029 1.437 -0.766
N 0.742 -0.081 0.194
C 1.400 -0.989 1.113
N 1.976 -0.438 2.107
N 2.021 0.918 1.562
N 1.236 1.078 0.532
H -0.254 -2.046 -0.532
H -2.000 -1.608 -1.480
H -2.179 1.130 -1.076
H -1.005 1.639 0.486
H -0.680 2.174 -1.662
H 1.110 -1.955 1.327

Properties
HOMO = -9.51 eV
ΔE to the lowest compared entry with this formula, charge and spin = 142.40 kcal/mol
total charge = 0
structure (SMILES) = C=C(C)n1cnnn1

Record 7
# C4H6N4

C4H6N4 in the gas phase in a non-equilibrium geometry (ωB97M-V/def2-TZVPD, OMol25).

Positions of all 14 atoms, in Å:
N -2.529 -0.193 -0.047
N -1.409 -0.875 -0.361
C -0.197 -0.308 -0.023
C 0.722 -1.474 -0.044
N 2.049 -1.535 0.097
N 2.511 -0.175 -0.135
C 1.740 0.912 -0.356
C 0.167 1.106 0.133
H -3.337 -0.856 -0.128
H -2.473 0.787 0.429
H 0.420 -2.421 0.212
H 2.529 1.805 -0.285
H -0.390 1.561 -0.647
H 0.196 1.666 1.156

Properties
HOMO = -8.51 eV
ΔE to the lowest compared entry with this formula, charge and spin = 138.70 kcal/mol
total charge = 0
structure (SMILES) = N/N=C1/C=NN=CC1

Record 8
# C4H6N4

C4H6N4 in the gas phase in a non-equilibrium geometry (ωB97M-V/def2-TZVPD, OMol25).

Positions of all 14 atoms, in Å:
H -1.007 1.612 2.482
N -1.386 1.029 1.722
C -0.770 0.469 0.871
N -1.254 -0.254 -0.275
C -0.081 -0.670 -0.963
C 0.094 -1.738 -1.813
N 0.965 0.167 -0.406
C 0.620 0.927 0.609
N 1.324 1.804 0.925
H 1.208 1.982 2.151
H -2.258 -0.622 -0.358
H 1.327 -2.021 -2.043
H -0.636 -2.547 -1.987
H 1.853 -0.137 -0.917

Properties
HOMO = -8.41 eV
ΔE to the lowest compared entry with this formula, charge and spin = 100.26 kcal/mol
total charge = 0
structure (SMILES) = [H]/N=C1/NC(=C)N/C1=N/[H]

Record 9
# C4H6N4

2 unconnected molecules or ions with the total composition C4H6N4 in a non-equilibrium geometry (ωB97M-V/def2-TZVPD, OMol25).

Positions of all 14 atoms, in Å:
C -0.950 -0.222 0.384
C -0.601 1.198 0.241
C 2.491 -0.457 -0.101
C 0.400 -0.584 -0.231
H -2.538 -0.215 -1.343
H -1.771 -1.981 -0.407
H -1.058 -0.439 1.439
H -0.372 1.836 1.236
H -1.444 1.803 -0.426
H 3.651 -0.728 0.217
N -2.356 -0.561 -0.339
N 0.770 0.741 -0.506
N 2.156 0.905 -0.270
N 1.622 -1.296 0.108

Properties
HOMO = -9.31 eV
ΔE to the lowest compared entry with this formula, charge and spin = 177.15 kcal/mol
total charge = 0

Record 10
# C4H6N4

C4H6N4 in the gas phase in a non-equilibrium geometry (ωB97M-V/def2-TZVPD, OMol25).

Positions of all 14 atoms, in Å:
H -2.744 0.882 0.650
N -3.236 -0.115 0.433
N -2.431 -0.821 -0.103
C -1.076 -0.102 -0.538
C -0.626 1.179 -0.146
N 0.757 1.080 0.067
C 1.070 -0.332 -0.009
N 2.570 -0.429 0.216
C -0.025 -0.986 -0.357
H -1.190 2.026 -0.445
H 1.451 1.899 -0.428
H 3.033 -1.146 -0.339
H 2.488 -1.006 1.269
H -0.042 -2.128 -0.271

Properties
HOMO = -8.56 eV
ΔE to the lowest compared entry with this formula, charge and spin = 120.12 kcal/mol
total charge = 0
structure (SMILES) = [H]/N=N\c1c[nH]c(N)c1

total charge of number 1 (C4H6N3O)?
+1